This record from the OMol25 dataset describes C5H8NO as an isolated structure at a distorted geometry. The level of theory is wB97M-V/def2-TZVPD.

Calculated values
F_max ... 3.6 eV Å⁻¹
Highest occupied orbital energy ... -14.7 eV
Energy ... -8839.5914 eV
Gap between HOMO and LUMO ... 0.3266 Eh
Net charge ... +1

XYZ file:
```
15
Properties=species:S:1:pos:R:3:forces:R:3
C 0.633 1.266 -0.967 0.743 -3.532 0.491
C 1.780 1.197 0.029 -2.701 -2.340 -0.402
C 0.131 0.217 0.061 2.026 0.994 0.342
C -1.266 -1.378 -0.346 0.795 -1.145 -0.654
C -1.092 -0.208 0.716 -0.106 1.747 -3.127
N 1.444 -0.029 0.560 -0.124 0.387 0.898
O 1.864 -0.705 1.499 -0.411 0.384 -1.279
H 0.002 2.081 -0.930 -0.975 2.081 -0.507
H 0.844 0.779 -1.932 -0.151 0.782 0.205
H 2.232 1.906 0.624 1.437 1.538 0.902
H -1.581 -1.089 -1.446 0.228 -0.538 2.665
H -1.873 -2.090 0.251 -0.247 0.268 -1.097
H -0.276 -1.941 -0.406 -1.087 0.554 -0.185
H -0.944 -0.547 1.692 0.190 -0.671 1.493
H -1.897 0.542 0.595 0.382 -0.510 0.254
```
Positions in Å, forces in eV/Å.